Record 1
Computed, not measured: one molecule with the formula C6H5F14NO2S2, with the ωB97M-V functional and the def2-TZVPD basis.

Each line ends with the Löwdin charge.
Positions of all 30 atoms, in Å:
O1 -1.285 -2.566 3.670  -0.239
S1 -0.738 -1.242 3.737  0.602
O2 -0.795 -0.422 4.900  -0.237
F1 0.797 -1.380 3.415  -0.155
N1 -1.213 -0.415 2.424  -0.118
C1 -1.696 -1.183 1.263  -0.179
C2 -0.685 -2.095 0.558  -0.050
C3 -0.154 -1.581 -0.774  -0.427
F2 -1.112 -0.940 -1.479  0.116
F3 0.230 -2.640 -1.548  0.112
C4 1.140 -0.690 -0.600  -0.300
F4 1.071 0.025 0.561  0.116
F5 2.147 -1.586 -0.456  0.146
C5 1.590 0.278 -1.771  -0.318
F6 1.088 -0.185 -2.937  0.148
F7 2.944 0.179 -1.810  0.142
C6 1.461 1.866 -1.693  -0.379
F8 2.118 2.289 -2.796  0.125
F9 2.141 2.229 -0.579  0.120
S2 -0.228 2.778 -1.680  0.771
F10 0.269 3.826 -0.603  -0.121
F11 -0.667 1.814 -0.493  -0.145
F12 -0.759 1.739 -2.742  -0.119
F13 0.177 3.771 -2.837  -0.114
F14 -1.664 3.418 -1.623  -0.103
H1 -0.556 0.316 2.184  0.106
H2 -2.104 -0.451 0.579  0.119
H3 -2.529 -1.784 1.609  0.120
H4 -1.159 -3.047 0.331  0.141
H5 0.172 -2.322 1.186  0.120

E_LUMO ... 0.0 eV
Orbital gap ... 11.45 eV
DFT total energy ... -2631.30574 Ha


Record 2
Computed, not measured: one molecule with the formula C6H5FN2S, with the ωB97M-V functional and the def2-TZVPD basis.

Each line ends with the Löwdin charge.
Positions of all 15 atoms, in Å:
C1 0.260 1.621 0.109  -0.034
C2 1.333 -0.928 -0.062  -0.047
C3 1.603 1.663 -0.311  0.010
C4 0.055 -1.496 0.029  -0.091
C5 1.989 0.310 -0.139  -0.364
C6 -1.772 0.191 0.193  -0.683
N1 -0.858 1.164 -0.168  0.098
N2 -1.252 -1.066 0.305  -0.018
F1 3.293 0.132 0.036  0.037
S1 -3.493 0.358 -0.129  0.816
H1 2.189 -1.712 -0.160  0.145
H2 2.395 2.388 -0.267  0.104
H3 -0.097 -2.538 0.281  0.102
H4 -2.022 -1.679 0.126  0.104
H5 -3.623 1.591 0.156  -0.179

E_LUMO ... 0.5 eV
Orbital gap ... 7.31 eV
Energy relative to the best compared isomer or geometry (same formula, charge and spin) ... 62.27 kcal per mole
DFT total energy ... -839.02589 Ha


Record 3
Computed, not measured: one molecule with the formula C6H5N, with the ωB97M-V functional and the def2-TZVPD basis.

Each line ends with the Löwdin charge.
Positions of all 12 atoms, in Å:
C1 0.857 0.653 2.118  -0.098
C2 0.490 -0.165 0.939  -0.150
C3 0.479 0.337 -0.308  -0.120
C4 -0.169 -0.211 -1.435  -0.009
C5 -0.766 -0.568 -2.403  -0.033
C6 -1.663 -1.090 -3.256  -0.255
N1 -2.495 -1.793 -3.572  0.171
H1 1.142 1.634 1.809  0.055
H2 1.619 0.384 2.925  0.097
H3 -0.200 0.533 2.649  0.129
H4 0.022 -1.094 1.062  0.096
H5 0.684 1.381 -0.526  0.116

E_LUMO ... 0.1 eV
Orbital gap ... 9.45 eV
Energy relative to the best compared isomer or geometry (same formula, charge and spin) ... 55.04 kcal per mole
DFT total energy ... -286.25546 Ha